Entry 1:
Entry from the OMol25 dataset: C19H24Cl7N4O6Ti as an isolated structure (ωB97M-V/def2-TZVPD).

Geometry as ORCA input:
```
! wB97M-V def2-TZVPD RIJCOSX def2/J DEFGRID3
* xyz -1 5
Ti -2.5260 -0.9663 3.1134
Cl -4.3466 0.1613 -5.5441
Cl -0.6762 0.0209 -5.5336
Cl 3.5634 1.3362 3.7019
Cl -5.5869 -0.6571 -2.9517
Cl 3.2551 -0.3563 1.2485
Cl -1.1927 0.7667 -0.3112
Cl 2.0666 -0.8474 -5.1046
O -0.9156 -5.4427 -2.4891
O 0.2226 0.6110 -0.0439
O -1.9873 0.4442 0.8414
O 0.0828 -3.5973 -1.9773
O -1.4541 2.0995 -0.8405
O -1.5157 -0.1239 -1.3752
N -0.4854 -2.2888 2.8425
N -0.9027 -4.2663 -2.1778
N 2.6361 2.9584 -3.5955
N -0.9686 0.4552 4.5819
C 1.1746 -4.5929 2.5014
C 0.4289 2.4336 6.0147
C 0.9251 -3.7414 1.4251
C 0.0891 1.2375 6.6168
C -0.7372 1.6587 4.0402
C 1.6408 5.4094 -4.4135
C 3.3846 3.7242 -4.4286
C 0.1249 -2.5659 1.6204
C 0.5246 -4.3354 3.6962
C -0.5394 0.2265 5.8599
C -4.1216 -0.6287 -4.0124
C 0.0538 2.6173 4.6709
C -2.2259 -3.5664 -1.9957
C -0.1744 -3.1448 3.8656
C 0.6213 -0.0701 -4.3506
C 1.4042 3.3828 -3.1799
C 2.8850 4.9313 -4.9798
C 0.8601 4.6256 -3.5338
C 2.4124 0.4939 2.5301
H 0.7809 0.9740 -4.0813
H -0.8790 -0.7018 6.2951
H -2.7777 -4.2858 -1.3907
H -0.0812 -1.9177 0.7815
H -0.1423 4.8338 -3.1901
H 1.7800 -5.4800 2.3871
H 0.8449 2.7415 -2.5148
H 0.4150 1.0684 7.6324
H 1.1602 6.2855 -4.8232
H 0.7161 -5.0070 4.5200
H 1.7092 -0.1652 3.0393
H 0.2869 -0.5969 -3.4568
H -3.9501 -1.6839 -4.2255
H -3.3500 -0.0895 -3.4629
H -0.6771 -3.0132 4.8123
H -1.1860 1.8389 3.0746
H 3.4669 5.4720 -5.7115
H 0.9689 3.2071 6.5406
H 1.3431 -4.0235 0.4701
H -2.2287 -2.5871 -1.5172
H -2.6965 -3.4447 -2.9713
H 1.8260 1.2896 2.0706
H 4.3189 3.3404 -4.8109
H 0.3519 3.5426 4.2004
*
```

## Properties
- HOMO energy (spin up / spin down) (eV) = -1.9 / -7.3
- expectation value of S² = 6.008
- gap between HOMO and LUMO (spin up / spin down) (eV) = 4.3 / 9.7

Results of the natural (NBO) charge analysis, in e, for atoms 1 through 2: Ti 0.2909; Cl -0.0155


Entry 2:
Entry from the OMol25 dataset: C19H24ClIN4O6W as an isolated structure (ωB97M-V/def2-TZVPD).

Geometry as ORCA input:
```
! wB97M-V def2-TZVPD RIJCOSX def2/J DEFGRID3
* xyz 2 3
W 0.3160 0.6189 -0.7304
I 0.4029 -4.1855 -3.0322
Cl -5.0037 -3.0372 -3.6476
O 2.2885 0.2506 -0.1367
O 0.3047 -0.9916 -1.9353
O -0.3317 4.5092 -1.6241
O -0.3562 -0.4569 0.9515
O -0.2757 2.4898 -0.5929
O 1.0252 1.6881 1.5845
N -1.1796 -0.8204 2.9933
N 3.9780 -0.3225 1.1572
N 1.1899 1.4702 -2.5673
N -1.7675 0.4922 -1.5323
C -1.1243 -2.8118 -2.7292
C 0.0412 3.3997 -1.6012
C -0.2163 1.4284 2.3161
C -4.0388 1.1585 -1.9760
C -1.6381 -2.1110 2.4555
C -0.9460 -1.5555 -2.2055
C 4.6501 -0.3275 2.4677
C -3.4556 -2.4854 -2.9879
C -1.5865 -0.4499 4.3219
C 0.9910 2.9726 -2.6408
C -2.7569 1.3870 -1.5006
C -2.0576 -0.7552 -2.0419
C -0.6108 0.0106 2.1308
C -3.3523 -1.1910 -2.4469
C 2.2409 1.1928 2.0765
C -2.3770 -3.2857 -3.0608
C 4.5650 -1.0741 0.0464
C -4.3329 -0.1220 -2.4455
C 2.8847 0.3127 0.9643
H -4.7480 1.9747 -2.0583
H 1.9165 3.5526 -2.5580
H 3.8644 -1.7726 -0.3893
H 0.7222 1.0605 -3.3776
H 2.2283 1.2532 -2.5806
H -2.0190 -2.6488 3.3098
H 4.6126 0.6226 2.7750
H 4.0577 -1.0042 3.1456
H 2.7653 2.1685 2.2712
H 5.6607 -0.5126 2.3066
H -1.6128 0.6274 4.4738
H -0.8974 -0.8240 5.0731
H -2.6648 -0.7220 4.5874
H 4.9536 -0.4332 -0.7164
H -2.5539 -4.3735 -3.3752
H 5.3443 -1.6609 0.5522
H 2.1725 0.7558 3.1576
H -0.0026 1.8080 3.2782
H -0.8224 -2.6719 2.0279
H -2.4453 -2.0219 1.7199
H -2.5018 2.3413 -0.9325
H 0.6862 3.3346 -3.6406
H -0.9363 2.0793 1.8714
H -5.2507 -0.3310 -2.9522
*
```

## Properties
- HOMO energy (spin up / spin down) (eV) = -13.3 / -13.5
- expectation value of S² = 2.011
- gap between HOMO and LUMO (spin up / spin down) (eV) = 7.4 / 7.1
- relative energy (zero: lowest compared OMol25 entry of this formula, charge and spin) (kcal per mole) = 32.3

Results of the natural (NBO) charge analysis, in e, for atoms 1 through 2: W 2.0319; I 0.2430


Entry 3:
Entry from the OMol25 dataset: an isolated ion of composition C19H24F3N2O3S2 and charge +1 (ωB97M-V/def2-TZVPD).

Geometry as ORCA input:
```
! wB97M-V def2-TZVPD RIJCOSX def2/J DEFGRID3
* xyz 1 1
S -0.5940 -0.2120 0.6781
S -0.4260 3.1967 -0.9067
F 5.4765 -1.6968 -0.3812
F 3.8689 -1.9010 -1.7994
F 4.5336 0.0548 -1.2038
O -4.0252 -2.7650 -1.8620
O -0.6943 0.1430 -0.7106
O -1.5550 -1.2365 1.0649
N -0.9085 1.0496 1.7067
N -3.8862 -0.5506 -0.0781
C 0.0143 2.1854 1.6888
C -3.1904 1.6849 0.8492
C 1.0602 -0.7247 1.0764
C -3.6075 -0.4012 -1.5262
C 1.8380 2.3254 -0.0992
C -3.0979 -1.7334 -2.0827
C 3.2866 -1.1724 0.3671
C 1.9890 -0.7835 0.0579
C -4.3327 0.7152 0.5528
C -4.2759 -2.9350 -0.4927
C 4.3014 -1.1895 -0.7504
C -2.3034 1.2547 2.0411
C 1.3823 -1.0514 2.3808
C 2.0263 2.7220 -1.4420
C 3.6347 -1.5008 1.6706
C 2.6786 -1.4441 2.6745
C -4.8554 -1.6530 0.1150
C 0.8917 3.2052 -2.0045
C 0.5620 2.5093 0.3404
H -2.1306 -1.9690 -1.6164
H -2.9801 -0.8571 0.3782
H -3.3515 -3.2020 0.0414
H -5.0562 1.1891 -0.1157
H -2.6563 0.3088 2.4593
H 1.6992 -0.5235 -0.9484
H -5.0384 -1.7974 1.1801
H 0.6230 -0.9990 3.1448
H 0.8511 1.9487 2.3571
H -4.8439 0.4680 1.4864
H 2.9665 2.6446 -1.9560
H -5.7909 -1.3920 -0.3864
H 0.7415 3.5745 -2.9990
H 4.6466 -1.8008 1.8971
H -2.8398 0.3569 -1.6774
H -3.6354 2.6581 1.0571
H 2.9487 -1.7042 3.6856
H -2.5588 1.8062 -0.0308
H -4.5330 -0.1112 -2.0295
H -2.9659 -1.6611 -3.1626
H -4.9932 -3.7523 -0.4076
H -2.3394 1.9993 2.8370
H 2.6286 1.9380 0.5191
H -0.5166 3.0479 2.0980
*
```

## Properties
- HOMO energy (eV) = -11.6
- gap between HOMO and LUMO (eV) = 8.9
- relative energy (zero: lowest compared OMol25 entry of this formula, charge and spin) (kcal per mole) = 0.0

Results of the natural (NBO) charge analysis, in e, for atoms 1 through 2: S 2.3221; S 0.4277


Entry 4:
Entry from the OMol25 dataset: C19H24N2NaO11S4 as an isolated structure (ωB97M-V/def2-TZVPD).

Geometry as ORCA input:
```
! wB97M-V def2-TZVPD RIJCOSX def2/J DEFGRID3
* xyz -1 1
S -1.3183 1.1046 -1.5462
S 2.4865 1.1128 -2.4448
S 2.3706 2.5793 2.6324
S -0.8249 3.5277 1.2475
Na 0.2819 0.3991 1.0929
O -1.6768 -7.0615 -1.9822
O -5.6043 -2.0582 0.8292
O 4.8172 1.9457 -0.5619
O 0.3874 -0.5225 3.1740
O -3.8108 -7.2967 -1.8593
O 0.4708 -3.0023 -0.3825
O -6.5184 -3.8288 0.0209
O -0.7863 -1.4462 0.6509
O 2.5164 -0.2996 1.4277
O 1.2813 1.8144 -0.0603
O 0.6111 -2.7469 3.2151
N -5.5518 -3.1331 0.2698
N -2.7832 -6.6718 -1.6743
C 1.1068 2.2426 -2.7365
C -0.5968 -2.5130 0.0120
C 3.5464 2.2962 -0.0339
C 2.1655 -1.5816 1.8829
C -1.3226 3.7718 -0.4847
C 3.7667 2.4579 1.4796
C -1.7477 -4.5983 -0.8307
C -4.2222 -3.6452 -0.1133
C -0.2825 1.6186 -2.9552
C 0.9571 -1.5174 2.7995
C 2.6774 -0.1577 -0.0036
C -2.8946 -5.3405 -1.0476
C 2.4193 1.3153 -0.3793
C 0.7647 4.4061 1.1358
C -2.1548 2.6439 -1.0938
C -1.8552 -3.3504 -0.2328
C -3.1037 -2.8670 0.1298
C -4.1550 -4.8925 -0.7016
C 1.6784 4.2233 2.3430
H 4.6607 1.8132 -1.5099
H -0.1751 0.7107 -3.5509
H -2.9418 2.3352 -0.4013
H -0.7711 -4.9619 -1.1150
H -0.8931 2.3127 -3.5428
H 1.9575 -0.8004 -0.5143
H 1.2555 4.0142 0.2481
H -1.8956 4.6996 -0.5577
H 0.5614 5.4734 1.0121
H 3.2195 3.2563 -0.4541
H 1.3496 2.8156 -3.6344
H 1.1406 4.4573 3.2654
H 1.9344 -2.2747 1.0694
H 2.4958 4.9458 2.2666
H -2.6592 3.0362 -1.9819
H 4.4279 3.3129 1.6393
H 1.0896 2.9230 -1.8870
H 2.9738 -2.0082 2.4910
H 3.6921 -0.4526 -0.2882
H -0.4100 3.9040 -1.0614
H 4.2994 1.5727 1.8313
H -0.1876 -2.6369 3.7514
H -3.1827 -1.8921 0.5878
H -5.0372 -5.4841 -0.8821
*
```

## Properties
- HOMO energy (eV) = -5.0
- gap between HOMO and LUMO (eV) = 6.4
- relative energy (zero: lowest compared OMol25 entry of this formula, charge and spin) (kcal per mole) = 6.9

Results of the natural (NBO) charge analysis, in e, for atoms 1 through 2: S 0.2373; S -0.1262


Entry 5:
Entry from the OMol25 dataset: one molecule with the formula C19H24N2O3 (ωB97M-V/def2-TZVPD).

Geometry as ORCA input:
```
! wB97M-V def2-TZVPD RIJCOSX def2/J DEFGRID3
* xyz 0 1
O 6.3962 -1.7992 -0.6475
O 5.4422 0.1478 -0.1690
O 1.8660 1.9408 1.4381
N -2.9197 -0.5422 0.0950
N 1.0004 1.2819 -0.5372
C 5.3714 -1.2184 -0.3962
C 4.6913 2.3369 0.3038
C 1.9433 1.2684 0.4312
C -1.8749 0.1893 -0.5762
C -6.9734 0.4513 -0.3344
C -4.2496 -0.2112 -0.0429
C -2.4806 -1.5951 0.9815
C 1.6062 -1.6820 0.0897
C -4.6501 0.9754 -0.6716
C 3.1106 0.3719 0.1327
C -5.9862 1.2923 -0.8161
C -1.3466 1.3689 0.2542
C -5.2626 -1.0559 0.4312
C 2.9537 -1.0433 -0.0391
C -2.3454 -2.9465 0.2752
C 4.3693 0.8947 0.0942
C 4.0563 -1.7930 -0.2931
C -6.5949 -0.7234 0.2914
C -0.1890 2.1003 -0.4284
H 1.0941 -1.6825 -0.8732
H 0.9938 -1.1466 0.8109
H -3.1760 -1.6796 1.8195
H -1.5096 -1.3100 1.3988
H -0.4800 2.4286 -1.4289
H -6.2564 2.2169 -1.3064
H -1.0564 -0.5087 -0.7757
H 3.9988 -2.8625 -0.4173
H -1.0056 1.0092 1.2264
H -5.0184 -1.9915 0.9076
H -2.0014 -3.7022 0.9765
H -1.6299 -2.8809 -0.5413
H 0.0817 2.9715 0.1738
H -2.1560 2.0773 0.4321
H 4.5067 2.9000 -0.6108
H -3.9195 1.6735 -1.0478
H 4.0678 2.7476 1.0930
H 1.1133 0.7008 -1.3508
H -3.3010 -3.2585 -0.1372
H 5.7416 2.4350 0.5635
H -8.0162 0.7057 -0.4448
H -2.2410 0.5472 -1.5424
H -7.3476 -1.3994 0.6718
H 1.7100 -2.7164 0.4077
*
```

## Properties
- HOMO energy (eV) = -7.7
- gap between HOMO and LUMO (eV) = 8.0
- relative energy (zero: lowest compared OMol25 entry of this formula, charge and spin) (kcal per mole) = 45.7

Results of the natural (NBO) charge analysis, in e, for atoms 1 through 2: O -0.5684; O -0.4521


Entry 6:
Entry from the OMol25 dataset: one molecule with the formula C19H24N2O3S (ωB97M-V/def2-TZVPD).

Geometry as ORCA input:
```
! wB97M-V def2-TZVPD RIJCOSX def2/J DEFGRID3
* xyz 0 1
S -1.6104 1.5139 -1.0596
O -2.1498 1.6798 0.2629
O -2.2497 0.5869 -1.9425
O 1.2759 -1.2306 1.9126
N -0.0442 1.0505 -0.8869
N -0.8498 -0.4794 1.6819
C 2.2496 2.9481 2.0738
C 0.4840 -0.3460 1.6419
C 2.7923 -0.3296 -1.0669
C 3.5691 -1.3811 -0.6165
C 1.1286 -1.8804 -1.8196
C 1.9088 -2.9318 -1.3730
C 0.9591 1.0485 1.3317
C -1.4819 -1.7040 2.1168
C 1.5619 -0.5717 -1.6639
C -1.9798 -2.4330 -0.2427
C 3.1262 -2.6835 -0.7638
C 2.0015 3.5906 0.8723
C -1.6437 3.1419 -1.8633
C 1.7411 1.6816 2.2922
C -3.7660 -1.2959 1.1086
C 1.2446 2.9632 -0.1003
C 0.6721 0.5764 -2.0616
C -2.5554 -2.2257 1.1542
C 0.7120 1.6984 0.1248
H -1.4415 0.2901 1.3953
H -2.6750 3.3272 -2.1337
H -0.6803 -2.4404 2.2218
H -4.1815 -1.1550 2.1046
H -1.7801 -1.4729 -0.7119
H -0.0967 0.2495 -2.7631
H -2.6871 -2.9749 -0.8666
H -2.8777 -3.1962 1.5516
H 3.1392 0.6870 -0.9444
H -1.2987 3.8799 -1.1523
H 2.4044 4.5754 0.6872
H -3.4936 -0.3251 0.7026
H -1.9347 -1.5390 3.1033
H 1.0806 3.4509 -1.0507
H 0.1743 -2.0707 -2.2877
H 1.9497 1.1574 3.2124
H -1.0526 -2.9992 -0.1903
H 1.2644 1.3863 -2.5111
H 4.5174 -1.1816 -0.1407
H 2.8476 3.4301 2.8323
H -4.5382 -1.7211 0.4716
H -1.0239 3.1061 -2.7495
H 1.5608 -3.9473 -1.4933
H 3.7275 -3.5033 -0.4008
*
```

## Properties
- HOMO energy (eV) = -9.1
- gap between HOMO and LUMO (eV) = 9.5
- relative energy (zero: lowest compared OMol25 entry of this formula, charge and spin) (kcal per mole) = 7.5

Results of the natural (NBO) charge analysis, in e, for atoms 1 through 2: S 2.3364; O -0.9624


Entry 7:
Entry from the OMol25 dataset: one molecule with the formula C19H24N2O4S (ωB97M-V/def2-TZVPD).

Geometry as ORCA input:
```
! wB97M-V def2-TZVPD RIJCOSX def2/J DEFGRID3
* xyz 0 1
S -0.8256 1.5813 1.3228
O -0.0895 -3.3980 -1.8992
O -0.1267 -1.1891 -2.2453
O -4.7509 0.4442 -3.1184
O -4.9246 0.1087 -0.9234
N 1.8577 0.8618 1.4289
N 0.3219 -0.5616 0.4899
C 0.7584 -1.3360 -3.3552
C -1.4410 -1.9839 -0.4506
C -0.4760 -2.3018 -1.5934
C 3.8161 1.9432 2.2278
C 2.3705 4.0699 3.2068
C 0.5862 0.5602 1.0764
C 4.4613 2.9849 2.8591
C -2.8639 -1.8940 -1.0290
C -3.0379 -0.8219 -2.1093
C 4.4566 5.2101 4.0265
C 3.7496 4.0693 3.3607
C 2.4276 1.9504 2.0735
C -1.9027 -4.4382 0.2862
C -1.7802 0.3516 0.5651
C -1.0012 -0.6928 0.1893
C -4.3300 -0.0639 -1.9539
C 0.0010 -1.6857 -4.6286
C -1.3524 -3.0648 0.6523
C 1.7101 3.0320 2.5753
H 0.6960 -1.7438 -5.4613
H -5.5663 0.9553 -2.9926
H -0.7477 -0.9269 -4.8440
H -3.1295 -2.8656 -1.4444
H -2.8354 0.4960 0.4637
H -1.4485 -4.7973 -0.6315
H -2.2384 -0.0798 -2.0332
H 1.4888 -2.1177 -3.1230
H -2.9832 -4.4160 0.1699
H -3.5495 -1.6789 -0.2062
H -1.8865 -2.6854 1.5274
H 1.2615 -0.3712 -3.4478
H 2.5069 0.1335 1.1584
H 0.6381 3.0727 2.4847
H 4.3868 1.1074 1.8473
H -0.4902 -2.6489 -4.5139
H 5.5361 2.9563 2.9664
H 1.7929 4.8984 3.5902
H 5.3292 4.8588 4.5727
H -1.6666 -5.1393 1.0836
H -2.9992 -1.2384 -3.1155
H 3.7937 5.7284 4.7150
H -0.2991 -3.1616 0.9211
H 4.7956 5.9280 3.2785
*
```

## Properties
- HOMO energy (eV) = -7.7
- gap between HOMO and LUMO (eV) = 8.3
- relative energy (zero: lowest compared OMol25 entry of this formula, charge and spin) (kcal per mole) = 1.1

Results of the natural (NBO) charge analysis, in e, for atoms 1 through 2: S 0.3487; O -0.6084


Entry 8:
Entry from the OMol25 dataset: one molecule with the formula C19H24N2O5S (ωB97M-V/def2-TZVPD).

Geometry as ORCA input:
```
! wB97M-V def2-TZVPD RIJCOSX def2/J DEFGRID3
* xyz 0 1
S -1.4743 1.0706 1.5011
O -1.8431 1.8239 2.6608
O 4.2060 -0.4778 1.8312
O 0.8570 1.4195 -3.2340
O -1.7242 1.6835 0.2138
O -2.7551 -1.9272 -2.7651
N -2.0846 0.1224 -2.0963
N -2.1746 -0.4351 1.6452
C -1.9868 -1.3291 0.5305
C 0.2514 0.6347 1.5628
C -1.3897 0.4383 -3.3269
C 2.1279 1.0431 -3.0129
C -4.2100 -0.2873 -0.0400
C 1.0936 0.9758 0.5251
C -3.4366 -0.5462 2.3429
C 0.0898 0.3121 -3.1527
C 2.1967 -0.2951 -2.7788
C -4.6480 -0.5979 1.3901
C -3.1635 -1.3165 -0.4776
C -2.6531 -1.0808 -1.8986
C 5.1915 -0.1341 0.8722
C 0.7303 -0.0501 2.6672
C 5.6664 1.3084 1.0127
C 2.4335 0.6332 0.5747
C 2.9304 -0.0636 1.6756
C 2.0609 -0.3986 2.7236
C 0.8667 -0.7727 -2.8659
H 3.0677 0.9080 -0.2519
H -1.7426 -0.2743 -4.0793
H -3.6372 -2.3034 -0.4867
H -1.9677 0.7657 -1.3175
H -5.0963 -1.5931 1.4152
H 0.5280 -1.7812 -2.7468
H -5.0677 -0.3323 -0.7126
H -3.7957 0.7202 -0.0814
H 2.8791 1.8070 -3.0589
H 2.4656 -0.9343 3.5673
H 6.4564 1.5042 0.2932
H 0.0496 -0.2947 3.4664
H -1.6305 1.4586 -3.6343
H -3.3969 -1.4467 2.9658
H -1.8486 -2.3392 0.9313
H 0.6934 1.5176 -0.3171
H 4.8272 -0.3314 -0.1427
H -1.0528 -1.0337 0.0453
H -3.4833 0.3242 2.9975
H 3.0755 -0.8744 -2.5806
H 4.8512 2.0070 0.8419
H 6.0179 -0.8187 1.0817
H 6.0536 1.4722 2.0150
H -5.4042 0.1193 1.7088
*
```

## Properties
- HOMO energy (eV) = -8.6
- gap between HOMO and LUMO (eV) = 9.2
- relative energy (zero: lowest compared OMol25 entry of this formula, charge and spin) (kcal per mole) = 64.4

Results of the natural (NBO) charge analysis, in e, for atoms 1 through 2: S 2.3350; O -0.9312